1.
Molecular formula: C6H9N
Method: DFT, ωB97M-V with the def2-TZVPD basis set

Its gap between HOMO and LUMO is 0.3146 Ha. Its spin multiplicity is 1. The electronic energy comes out at -288.5997 a.u. Its relative energy (zero: lowest compared OMol25 entry of this formula, charge and spin) is 4.962 eV.

Cartesian coordinates (Å):
C  0.27275  -1.94753  0.63935
C  0.97366  -0.23734  -0.20398
C  0.22318  0.91567  0.02484
C  0.71367  2.10818  0.79772
C  -1.02726  0.84405  -0.64959
C  -1.15594  -0.38445  -1.24285
N  0.00666  -1.07458  -0.92423
H  0.26350  -1.42270  1.58764
H  1.17298  -2.54254  0.51795
H  -0.63383  -2.55019  0.53199
H  0.82995  2.98888  0.15286
H  1.69123  1.89070  1.23790
H  0.02941  2.38997  1.60825
H  -1.76305  1.64061  -0.71756
H  -1.95958  -0.82924  -1.81343
H  0.36267  -1.78951  -1.54685



2.
Molecular formula: C6H9N
Method: DFT, ωB97M-V with the def2-TZVPD basis set

Its gap between HOMO and LUMO (spin up / spin down) is 0.2594 / 0.3236 Ha. Its spin multiplicity is 1. The electronic energy comes out at -288.6029 a.u. Its relative energy (zero: lowest compared OMol25 entry of this formula, charge and spin) is 4.874 eV.

Cartesian coordinates (Å):
C  1.61954  0.84496  -0.28585
C  1.09542  -0.32959  0.46944
C  -0.44491  -0.30216  0.87231
C  -1.01625  -1.05401  -0.39909
C  -0.13058  -0.49890  -1.41984
C  -1.04991  1.00361  0.91153
N  1.13874  -0.36983  -0.95407
H  2.68444  1.04075  -0.36916
H  0.92626  1.69118  -0.32564
H  1.75809  -0.97868  1.03445
H  -0.54016  -0.85664  1.81764
H  -0.92309  -2.13471  -0.22281
H  -2.07262  -0.82645  -0.58443
H  -0.37688  -0.20658  -2.43381
H  -1.12771  1.55690  1.84422
H  -1.54112  1.42068  0.04171



3.
Molecular formula: C6H9N
Method: DFT, ωB97M-V with the def2-TZVPD basis set

Its gap between HOMO and LUMO is 0.3379 Ha. Its spin multiplicity is 1. The electronic energy comes out at -288.7337 a.u. Its relative energy (zero: lowest compared OMol25 entry of this formula, charge and spin) is 1.316 eV.

Cartesian coordinates (Å):
C  2.43622  -0.01486  0.89640
C  1.39262  0.05000  0.06751
C  0.98971  -0.91630  -0.97820
C  -0.34311  -0.94678  -0.99664
C  -0.86040  -0.00422  0.07147
C  -2.19975  0.67110  -0.12158
N  0.28209  0.90948  0.20327
H  3.19040  -0.78368  0.78104
H  2.51137  0.66405  1.74181
H  1.68168  -1.52183  -1.55324
H  -0.97990  -1.59326  -1.59118
H  -0.91744  -0.61286  0.99493
H  -2.24866  1.24807  -1.04789
H  -2.98566  -0.09185  -0.12982
H  -2.39735  1.34672  0.71873
H  0.29105  1.42008  1.07913



4.
Molecular formula: C6H9N2
Method: DFT, ωB97M-V with the def2-TZVPD basis set

Its gap between HOMO and LUMO is 0.2825 Ha. Its spin multiplicity is 1. Its net charge is +1. The electronic energy comes out at -343.0519 a.u. Its relative energy (zero: lowest compared OMol25 entry of this formula, charge and spin) is 7.334 eV.

Cartesian coordinates (Å):
C  -0.71759  -1.09092  0.62110
C  -2.01035  -1.07951  0.29094
C  0.15825  0.04195  0.41134
C  -2.57597  0.17540  -0.35081
C  -1.83106  1.36603  0.19094
C  1.45205  0.12498  0.56621
N  2.67589  0.36705  0.65095
N  3.57454  0.03593  -0.50035
H  -0.22817  -2.03318  0.92899
H  -2.39472  -2.10351  0.19423
H  -2.58590  0.19173  -1.40074
H  -3.57796  0.48995  0.08916
H  -1.38448  1.98985  -0.48693
H  -1.80734  1.53304  1.20170
H  3.52798  -0.96555  -0.63454
H  3.20464  0.57568  -1.45208
H  4.52018  0.38108  -0.32011



5.
Molecular formula: C6H9N2
Method: DFT, ωB97M-V with the def2-TZVPD basis set

Its gap between HOMO and LUMO (spin up / spin down) is 0.2650 / 0.2651 Ha. Its spin multiplicity is 1. Its net charge is +1. The electronic energy comes out at -343.1364 a.u. Its relative energy (zero: lowest compared OMol25 entry of this formula, charge and spin) is 5.036 eV.

Cartesian coordinates (Å):
C  -0.23800  -0.96849  2.08603
C  0.93229  -0.31636  1.61899
C  -1.37234  -0.93326  1.40424
C  0.96779  0.18970  0.27675
C  -2.56379  -0.98283  0.95080
C  0.20745  0.18882  -1.88086
N  0.19585  -0.31914  -0.59204
N  1.78853  1.29057  0.02424
H  -0.12826  -1.62521  2.93590
H  1.77278  -0.22278  2.28724
H  -2.46832  -1.18276  -0.09256
H  -3.45337  -0.47366  1.42861
H  -0.02733  -0.60683  -2.68899
H  -0.52308  1.00654  -2.04331
H  1.16362  0.56184  -2.30085
H  2.33617  2.01713  0.60930
H  1.94842  1.42867  -0.91790



6.
Molecular formula: C6H9N2
Method: DFT, ωB97M-V with the def2-TZVPD basis set

Its gap between HOMO and LUMO is 0.2714 Ha. Its spin multiplicity is 1. Its net charge is +1. The electronic energy comes out at -343.1458 a.u. Its relative energy (zero: lowest compared OMol25 entry of this formula, charge and spin) is 4.780 eV.

Cartesian coordinates (Å):
C  0.90083  1.62613  0.34937
C  2.07844  0.78740  0.31014
C  -0.33342  1.28810  -0.05345
C  2.20791  -0.47765  0.08787
C  -0.76626  0.03011  -0.69256
C  -1.46563  -0.86769  0.33162
N  -2.73088  -0.65866  0.46335
N  2.34201  -1.73151  0.06986
H  1.07427  2.61699  0.74049
H  3.01293  1.30991  0.49849
H  -1.11447  2.02079  0.10292
H  -1.45388  0.27886  -1.50945
H  0.09059  -0.51198  -1.10436
H  -3.24418  -1.23476  1.11871
H  -3.30293  0.02884  -0.03920
H  2.52178  -2.24810  -0.78953
H  2.22384  -2.28881  0.91561



7.
Molecular formula: C6H9N2
Method: DFT, ωB97M-V with the def2-TZVPD basis set

Its gap between HOMO and LUMO (spin up / spin down) is 0.2788 / 0.2149 Ha. Its spin multiplicity is 3. The expectation value of S² is 2.032. Its net charge is +1. The electronic energy comes out at -343.1154 a.u. Its relative energy (zero: lowest compared OMol25 entry of this formula, charge and spin) is 0.918 eV.

Cartesian coordinates (Å):
C  -1.18749  -1.78287  -0.17866
C  -1.03862  0.52960  0.00746
C  0.28031  -0.21867  -0.02276
C  -1.23894  1.78672  0.20734
C  -2.03986  -0.56125  -0.10288
C  2.78262  -0.11447  0.08680
N  0.13028  -1.54112  -0.14938
N  1.44386  0.40215  0.16725
H  -1.47381  -2.78217  -0.43193
H  -2.28209  2.05194  0.19041
H  -0.47429  2.58758  0.34345
H  -2.70671  -0.43503  -1.02470
H  -2.83925  -0.54216  0.62464
H  3.41913  0.47051  -0.57214
H  2.52554  -1.12042  -0.26583
H  3.32778  -0.11652  0.98403
H  1.37155  1.38616  0.13689



8.
Molecular formula: C6H9N2O
Method: DFT, ωB97M-V with the def2-TZVPD basis set

Its gap between HOMO and LUMO is 0.3115 Ha. Its spin multiplicity is 1. Its net charge is +1. The electronic energy comes out at -418.4011 a.u. Its relative energy (zero: lowest compared OMol25 entry of this formula, charge and spin) is 3.056 eV.

Cartesian coordinates (Å):
C  -1.23473  -1.79637  -0.15520
N  -0.15294  -0.79170  -0.16868
C  1.05211  -1.13614  0.19238
C  2.17614  -0.21630  0.33001
C  2.03973  1.11012  -0.01016
C  0.69329  1.67954  -0.30048
C  -0.48345  0.64957  -0.11489
N  -1.60023  1.14559  0.16916
O  -2.77076  0.44763  0.19023
H  -0.78240  -2.81900  -0.50932
H  -1.72373  -1.66686  0.92863
H  -1.89139  -1.40821  -0.94602
H  1.15528  -2.11484  0.41414
H  2.99103  -0.72268  0.68339
H  2.69749  1.95206  0.04608
H  0.73119  2.12297  -1.23902
H  0.58138  2.46600  0.37410
H  -3.47801  1.09859  0.11567